A molecular structure, C33H39AuN5 in a non-equilibrium geometry. Source: the OMol25 dataset; level of theory: ωB97M-V with the def2-TZVPD basis set.

Geometry as XYZ:
```
78
Properties=species:S:1:pos:R:3:forces:R:3
Au 1.145 -0.163 0.996 0.082 -0.073 -0.259
N -0.754 -2.713 1.629 0.512 1.810 0.641
N 3.003 -3.300 -0.758 0.589 0.294 -0.428
C 0.234 2.647 1.233 0.127 -0.102 0.925
C 1.539 2.028 1.211 0.326 -1.044 2.163
C 1.713 1.366 2.528 0.320 1.292 -2.588
C 3.024 1.024 3.145 0.279 -0.432 0.112
H 3.839 1.096 2.416 -0.155 -0.027 0.160
H 3.005 -0.008 3.518 0.115 0.175 0.007
H 3.253 1.679 3.998 -0.058 -0.013 -0.169
C 0.525 1.639 3.284 -1.405 0.920 -0.684
C 0.294 1.251 4.691 -0.020 -0.370 0.458
H 0.140 2.133 5.333 0.012 -0.173 -0.158
H 1.150 0.687 5.083 -0.232 0.118 -0.010
H -0.600 0.617 4.789 0.155 0.141 -0.029
C -0.360 2.390 2.488 0.745 -0.113 0.676
C -1.667 2.893 2.970 -0.573 -0.081 0.077
H -2.368 2.064 3.144 0.049 0.169 -0.060
H -2.115 3.580 2.246 -0.034 -0.084 0.149
H -1.553 3.429 3.923 -0.042 -0.045 -0.161
C 2.684 2.503 0.390 0.326 -0.034 -0.473
H 3.188 3.374 0.844 -0.179 -0.144 -0.089
H 2.351 2.787 -0.617 0.128 -0.052 0.166
H 3.427 1.706 0.277 -0.082 0.257 -0.023
C -0.308 3.519 0.169 -0.240 0.088 -0.484
H -1.406 3.488 0.150 0.253 0.035 -0.007
H 0.056 3.216 -0.825 -0.084 0.063 0.257
H -0.006 4.569 0.323 -0.034 -0.216 -0.005
C -1.780 -3.537 1.878 -1.426 -2.215 -0.379
H -2.498 -3.213 2.631 -0.015 -0.108 -0.136
C -1.974 -4.756 1.213 -0.068 1.214 0.863
H -2.886 -5.320 1.400 0.183 -0.013 0.004
C -0.980 -5.199 0.335 -0.884 -1.319 -0.333
H -1.076 -6.145 -0.196 -0.004 0.112 0.132
C 0.149 -4.398 0.164 1.166 2.183 0.351
H 1.019 -4.711 -0.412 -0.347 0.034 0.004
C 0.185 -3.124 0.770 0.430 -1.921 -1.021
C 1.324 -2.190 0.524 -0.195 0.738 0.568
H 2.078 -2.368 1.327 -0.248 -0.243 -0.481
C 2.059 -2.378 -0.740 0.988 -0.464 -0.183
C 3.716 -3.135 -1.920 -0.690 0.463 -0.329
H 4.569 -3.748 -2.177 -0.102 0.018 0.034
C 3.173 -2.115 -2.653 0.143 -0.272 0.234
H 3.490 -1.705 -3.598 -0.280 0.016 -0.001
N 2.105 -1.607 -1.912 -0.042 -0.605 0.637
C 1.225 -0.583 -2.401 0.086 0.108 -0.511
C 1.809 0.602 -2.880 -0.483 -0.017 0.182
C 1.032 1.522 -3.592 -0.193 -0.197 0.023
H 1.496 2.445 -3.947 -0.062 -0.204 0.045
C -0.311 1.272 -3.874 0.135 -0.333 0.268
C -1.136 2.190 -4.728 -0.160 0.215 -0.093
H -2.045 2.513 -4.201 0.214 -0.032 -0.126
H -1.459 1.690 -5.652 0.088 0.087 0.203
H -0.563 3.079 -5.012 -0.119 -0.070 0.033
C -0.887 0.121 -3.336 0.400 0.036 -0.048
H -1.948 -0.076 -3.509 0.277 0.025 0.092
C -0.152 -0.807 -2.588 -0.104 0.166 0.010
C -0.886 -1.956 -1.974 -0.432 -0.257 -0.195
H -0.387 -2.925 -2.092 0.024 0.264 0.161
H -1.884 -2.029 -2.430 0.238 -0.022 0.079
H -1.051 -1.776 -0.903 0.190 -0.127 -0.117
C 3.248 0.910 -2.625 0.516 0.353 -0.004
H 3.885 0.451 -3.394 -0.003 0.112 0.332
H 3.571 0.576 -1.630 -0.052 -0.126 -0.392
H 3.407 1.996 -2.670 -0.017 -0.224 -0.049
N -2.513 -0.682 2.651 -0.100 0.477 0.606
C -2.903 -0.234 1.422 -0.306 -0.320 -0.022
C -4.276 -0.264 1.054 0.461 0.116 -0.164
C -4.641 0.263 -0.177 0.306 0.045 0.208
C -3.646 0.838 -0.978 0.474 0.155 0.114
C -2.325 0.824 -0.511 -0.518 -0.122 -0.341
N -1.939 0.247 0.627 -0.340 0.486 0.145
H -1.571 -1.074 2.707 -0.094 -0.212 -0.406
H -3.218 -1.121 3.228 0.261 -0.023 -0.354
H -4.974 -0.723 1.751 -0.018 0.132 -0.283
H -5.678 0.248 -0.509 0.176 -0.034 0.087
H -3.853 1.307 -1.939 -0.101 -0.138 0.229
H -1.533 1.302 -1.099 -0.243 -0.294 0.158
```
Positions in Å, forces in eV/Å.

For the energy above the lowest of the compared OMol25 structures with the same formula, charge and spin, the calculation gives 0.00 kJ/mol. The multiplicity is 3. As for the net charge: -1. The value obtained for the orbital gap (spin up / spin down) is 2.14 / 5.21 eV. The maximum force comes out at 2.9 eV/Å.

Löwdin atomic charge list, values in e, 5 entries: number 1, Au, carries 1.046; number 2, N, carries -0.009; number 3, N, carries 0.087; number 4, C, carries -0.204; number 5, C, carries -0.369

=====

A molecular structure, C33H39BCl2N2O2S4SbTl. Source: the OMol25 dataset; level of theory: ωB97M-V with the def2-TZVPD basis set.

Geometry as XYZ:
```
85
Properties=species:S:1:pos:R:3:forces:R:3
Tl -1.414 -1.243 0.670 -0.004 -0.175 0.010
Cl 1.080 -0.160 8.068 -0.031 0.006 -0.078
C 0.485 -0.009 6.422 -0.006 0.032 0.046
C -0.299 1.098 6.078 -0.009 0.018 0.063
C -0.760 1.229 4.799 0.034 -0.001 0.019
Cl -1.708 2.637 4.393 0.042 -0.043 0.001
C -0.488 0.283 3.739 0.035 0.050 -0.076
O -0.895 0.488 2.570 0.086 0.051 0.154
C 0.321 -0.833 4.157 0.045 -0.141 0.007
C 0.753 -1.912 3.274 -0.062 0.038 -0.031
O 0.514 -2.087 2.094 0.158 0.087 0.006
C 0.782 -0.950 5.476 0.017 -0.031 0.002
H -0.537 1.849 6.820 0.003 0.003 -0.008
H 1.393 -2.660 3.783 0.005 0.026 0.011
H 1.389 -1.809 5.740 -0.010 0.009 -0.004
S -1.476 -5.696 1.367 0.037 0.101 0.040
Sb -3.128 -4.165 1.000 -0.182 -0.129 -0.138
S -2.650 -2.928 -0.991 -0.111 -0.056 0.005
S -2.832 -2.213 2.437 0.203 0.160 -0.222
S -5.283 -4.884 1.166 0.040 0.054 -0.020
C 0.830 -3.299 -1.139 0.116 0.103 -0.010
C 2.284 -2.836 -1.220 -0.031 0.000 0.052
C 2.588 -2.272 -2.611 0.035 0.019 0.013
C 2.752 -1.920 -0.090 0.015 -0.105 -0.013
C 3.656 -2.458 0.823 0.018 -0.007 -0.018
C 4.219 -1.693 1.830 -0.045 0.029 -0.025
C 3.926 -0.342 1.903 -0.035 -0.059 0.022
C 3.025 0.242 1.019 0.032 0.018 0.038
C 2.802 1.746 1.095 -0.032 -0.009 -0.035
C 1.966 2.151 2.305 0.021 -0.028 0.083
C 4.137 2.502 1.090 0.002 -0.007 -0.024
C 2.395 -0.575 0.068 -0.035 0.037 0.003
N 1.380 -0.003 -0.762 0.001 0.160 -0.132
B -0.058 -0.041 -0.651 -0.083 -0.182 0.095
N -0.512 0.818 -1.706 0.099 0.059 -0.138
C 0.600 1.355 -2.366 -0.101 -0.096 0.062
C 1.719 0.863 -1.809 -0.019 -0.044 0.081
C -1.828 1.116 -2.170 0.155 0.001 -0.062
C -2.191 0.727 -3.469 0.003 -0.016 0.004
C -3.423 1.140 -3.960 -0.035 0.005 0.054
C -4.290 1.884 -3.176 0.053 -0.011 -0.002
C -3.935 2.206 -1.878 -0.028 -0.019 0.006
C -2.704 1.829 -1.348 -0.060 0.037 0.106
C -2.374 2.177 0.093 -0.008 0.003 0.001
C -2.246 3.688 0.295 0.024 0.001 0.023
C -3.413 1.584 1.050 -0.047 0.116 -0.020
C -1.311 -0.167 -4.328 -0.034 -0.011 0.057
C -0.877 0.534 -5.616 0.032 0.030 -0.017
C -2.018 -1.488 -4.642 -0.010 0.015 -0.026
H 0.655 -4.117 -1.842 0.000 0.013 0.005
H 0.139 -2.502 -1.413 0.049 -0.058 -0.032
H 0.558 -3.664 -0.149 -0.027 -0.018 0.069
H 2.904 -3.731 -1.107 0.017 -0.017 0.000
H 1.910 -1.457 -2.867 -0.002 0.007 -0.004
H 2.457 -3.057 -3.360 -0.008 0.002 0.015
H 3.614 -1.899 -2.681 -0.013 0.001 -0.005
H 3.914 -3.507 0.736 -0.007 0.009 0.017
H 4.901 -2.143 2.542 -0.001 -0.001 -0.009
H 4.394 0.269 2.666 0.000 0.004 -0.003
H 2.254 2.058 0.207 -0.038 -0.052 -0.035
H 2.451 1.836 3.236 -0.015 0.013 -0.020
H 0.977 1.699 2.270 -0.041 -0.002 -0.030
H 1.845 3.238 2.335 0.011 -0.009 0.013
H 4.622 2.457 2.069 0.011 -0.033 -0.024
H 3.967 3.557 0.860 -0.004 0.007 0.033
H 4.831 2.096 0.352 -0.025 0.021 -0.016
H 0.491 2.043 -3.188 0.000 -0.027 0.006
H 2.748 1.043 -2.078 -0.004 0.020 0.040
H -3.718 0.851 -4.962 -0.011 -0.008 0.008
H -5.252 2.190 -3.568 -0.004 -0.007 0.002
H -4.630 2.754 -1.252 0.006 0.001 -0.005
H -1.409 1.739 0.349 -0.094 0.067 0.023
H -3.181 4.200 0.050 -0.009 0.002 0.004
H -1.456 4.105 -0.335 -0.010 -0.003 -0.012
H -2.001 3.901 1.339 -0.009 -0.014 -0.024
H -4.379 2.083 0.935 -0.008 0.002 -0.009
H -3.077 1.694 2.081 -0.003 -0.009 -0.066
H -3.580 0.521 0.868 -0.036 0.004 0.001
H -0.413 -0.410 -3.762 -0.004 0.005 0.038
H -1.732 0.701 -6.277 0.005 0.020 0.019
H -0.152 -0.079 -6.156 -0.012 -0.009 -0.014
H -0.418 1.504 -5.411 -0.004 -0.024 -0.005
H -2.916 -1.318 -5.243 0.022 -0.021 0.009
H -2.312 -2.008 -3.730 -0.019 -0.003 0.059
H -1.352 -2.147 -5.205 -0.004 0.017 -0.016
```
Positions in Å, forces in eV/Å.

For the energy above the lowest of the compared OMol25 structures with the same formula, charge and spin, the calculation gives 44.79 kJ/mol. As for the net charge: -2. The value obtained for the orbital gap is 5.76 eV. The maximum force comes out at 0.3 eV/Å.

Löwdin atomic charge list, values in e, 5 entries: number 1, Tl, carries 0.480; number 2, Cl, carries 0.578; number 3, C, carries -0.680; number 4, C, carries -0.152; number 5, C, carries -0.559

=====

A molecular structure, C33H39BIrN9 in a non-equilibrium geometry. Source: the OMol25 dataset; level of theory: ωB97M-V with the def2-TZVPD basis set.

Geometry as XYZ:
```
83
Properties=species:S:1:pos:R:3:forces:R:3
Ir -0.183 -0.543 1.382 -0.471 0.836 0.205
C 1.433 -4.497 2.575 0.141 0.588 -1.136
C 1.444 -5.165 1.341 -0.385 0.955 0.165
C 1.106 -4.510 0.175 0.057 0.278 -0.967
C 0.687 -3.162 0.223 0.623 -0.560 1.058
N 0.793 -2.506 1.392 -0.279 -1.035 0.658
C 1.154 -3.142 2.530 -0.195 -0.635 -1.063
C 0.075 -2.392 -0.855 0.701 -0.849 -0.529
C 0.173 -2.875 -2.171 -0.232 0.550 0.198
C -0.379 -2.132 -3.182 -0.774 1.044 0.091
C -1.070 -0.934 -2.860 1.049 -1.396 0.443
C -1.140 -0.496 -1.558 -0.670 1.070 -0.198
C -0.529 -1.177 -0.520 0.315 -0.349 0.476
H 1.722 -4.966 3.494 -0.070 -0.197 0.244
H 1.657 -6.194 1.276 0.447 -1.110 0.080
H 1.202 -5.015 -0.812 -0.359 0.274 1.007
H 1.159 -2.565 3.423 0.069 0.622 0.553
H 0.725 -3.764 -2.433 -0.005 -0.194 0.187
H -0.303 -2.458 -4.203 0.048 -0.019 -0.293
H -1.461 -0.310 -3.609 -0.595 0.528 -1.074
H -1.684 0.440 -1.362 0.363 -0.373 0.002
B 0.080 0.558 4.426 -0.195 -0.010 0.508
N -0.794 -0.716 4.475 -0.294 0.222 -0.886
C -1.210 -1.541 5.431 -0.474 -0.316 0.284
C -1.947 -2.588 4.872 0.173 0.680 0.033
C -1.907 -2.270 3.517 -0.057 -0.688 -0.618
N -1.235 -1.156 3.270 0.359 -0.405 0.574
N 1.452 0.126 3.845 0.105 -0.013 -0.254
C 2.607 -0.105 4.438 0.955 -0.661 0.194
C 3.569 -0.422 3.472 0.061 0.797 0.926
C 2.914 -0.296 2.270 -1.465 -0.015 -0.243
N 1.612 -0.017 2.528 0.402 0.298 -1.195
H -0.422 1.312 3.631 0.004 0.034 0.088
H 0.190 0.981 5.547 0.209 0.057 -0.047
H -1.027 -1.308 6.459 0.187 0.061 0.289
H -2.496 -3.389 5.360 0.349 0.276 -0.139
H -2.222 -2.851 2.678 -0.484 -0.187 -0.267
H 2.676 -0.137 5.507 0.074 0.300 0.255
H 4.615 -0.505 3.663 0.376 -0.321 -0.039
H 3.252 -0.392 1.240 -0.132 -0.040 0.379
N -6.467 -1.064 -2.121 -0.257 0.026 -0.563
C -5.994 -0.197 -1.147 -0.290 -0.581 -0.641
C -4.682 -0.362 -0.634 0.255 -0.585 -0.487
N -4.225 0.457 0.263 0.158 0.315 0.361
C -5.026 1.457 0.682 -0.121 -0.768 -0.481
C -6.305 1.608 0.199 0.233 -0.997 -0.734
N -6.810 0.741 -0.719 0.400 0.904 0.477
H -5.748 -1.590 -2.598 -0.208 0.062 0.025
H -7.230 -0.744 -2.741 0.821 -0.142 0.907
H -3.982 -1.160 -0.978 -0.781 0.590 0.140
H -4.572 2.054 1.422 0.097 0.963 0.710
H -6.948 2.421 0.476 -0.199 0.209 0.286
C 3.267 -1.419 -3.438 1.503 0.814 -0.179
C 2.784 0.012 -3.213 0.352 -0.187 -0.627
C 2.950 0.980 -4.245 -0.315 -0.847 0.654
C 2.444 2.260 -4.117 0.114 0.174 1.004
C 2.624 3.292 -5.178 0.084 0.570 -0.208
C 1.852 2.610 -2.902 -0.280 0.739 0.339
C 1.740 1.723 -1.791 0.417 -0.413 -0.343
C 2.242 0.391 -2.019 -0.634 -0.203 0.188
N 1.253 1.966 -0.570 -0.143 0.212 -0.213
C 0.626 3.247 -0.206 -0.004 0.211 0.980
C 1.604 4.432 -0.232 1.056 -0.241 -0.376
C 0.261 3.096 1.302 -0.096 -0.544 -0.591
C -0.638 3.507 -1.030 -0.250 0.613 1.413
H 4.387 -1.394 -3.534 -0.768 -0.035 0.334
H 2.979 -1.846 -4.399 -0.541 0.022 0.164
H 3.024 -2.070 -2.600 -0.154 -0.029 -0.144
H 3.465 0.664 -5.132 0.088 0.055 -0.439
H 1.690 3.778 -5.449 -0.186 -0.117 -0.082
H 3.080 2.880 -6.059 -0.015 -0.376 -0.540
H 3.295 4.105 -4.900 0.046 -0.024 0.435
H 1.503 3.638 -2.750 0.156 -0.482 -0.341
H 2.059 -0.376 -1.265 0.122 0.361 0.065
H 2.530 4.077 0.257 -0.303 0.323 -0.051
H 1.221 5.290 0.328 -0.083 -0.201 -0.049
H 1.919 4.781 -1.226 -0.302 -0.094 0.226
H 1.140 2.890 1.913 0.119 0.303 -0.091
H -0.341 2.207 1.414 -0.397 -0.476 -0.043
H -0.334 3.903 1.720 0.166 0.393 -0.136
H -0.479 3.437 -2.062 0.261 -0.384 -1.554
H -0.984 4.528 -0.868 0.030 0.175 0.241
H -1.459 2.869 -0.730 -0.083 -0.403 0.014
```
Positions in Å, forces in eV/Å.

The multiplicity is 5. The value obtained for the orbital gap (spin up / spin down) is 7.07 / 7.06 eV. The maximum force comes out at 1.8 eV/Å.

Löwdin atomic charge list, values in e, 5 entries: number 1, Ir, carries 1.262; number 2, C, carries -0.034; number 3, C, carries -0.059; number 4, C, carries -0.003; number 5, C, carries -0.223